Below is a 7-piece molecular cluster, C51H111N5O7 overall, with properties calculated with wB97M-V/def2-TZVPD.

- Kohn-Sham gap: 8.0271 eV
- Total charge: 0
- SMILES: CC1(C)CCCC(C)(C)N1O.CC1(C)CCCC(C)(C)N1O.CC1(C)CCCC(C)(C)N1O.CC1(C)CCCC(C)(C)N1O.CC1(C)CCCC(C)(C)N1O.CC(C)O.CC(C)O
- Lowest unoccupied orbital energy: 0.38 eV
- Highest occupied orbital energy: -7.6 eV
- E: -2809.9989 Eh

```
174
C51H111N5O7, DFT wB97M-V/def2-TZVPD
C 3.915 3.115 3.237
C 3.054 4.371 3.143
C 1.724 4.174 3.893
C 3.775 5.571 3.783
C 4.649 6.380 2.826
C 3.845 6.755 1.594
C 3.401 5.502 0.845
C 2.469 5.984 -0.277
C 4.587 4.766 0.222
N 2.595 4.700 1.750
O 2.193 3.509 1.086
H 3.425 2.249 2.793
H 4.881 3.269 2.752
H 4.092 2.852 4.283
H 1.135 5.085 3.763
H 1.117 3.349 3.522
H 1.921 4.080 4.964
H 3.027 6.202 4.262
H 4.499 5.200 4.514
H 5.054 7.280 3.293
H 5.519 5.802 2.506
H 4.413 7.390 0.912
H 2.967 7.332 1.902
H 2.445 5.335 -1.157
H 2.771 6.941 -0.722
H 1.461 6.142 0.106
H 4.971 5.242 -0.681
H 4.192 3.806 -0.137
H 5.388 4.504 0.908
H 1.273 3.419 1.356
C 3.587 -3.966 3.332
C 4.122 -2.572 3.623
C 3.179 -1.924 4.658
C 5.489 -2.686 4.296
C 6.222 -1.355 4.380
C 6.408 -0.718 3.007
C 5.389 -1.125 1.921
C 5.097 0.049 1.001
C 6.012 -2.251 1.072
N 4.157 -1.599 2.529
O 3.168 -1.825 1.568
H 2.713 -3.904 2.673
H 4.320 -4.616 2.848
H 3.202 -4.460 4.224
H 3.621 -1.041 5.127
H 2.241 -1.569 4.223
H 2.922 -2.538 5.532
H 5.455 -3.154 5.278
H 6.133 -3.326 3.678
H 5.564 -0.671 4.933
H 7.115 -1.397 5.003
H 7.400 -1.032 2.644
H 6.600 0.360 3.045
H 4.483 0.800 1.498
H 4.547 -0.312 0.131
H 6.024 0.492 0.635
H 6.934 -1.914 0.578
H 5.299 -2.615 0.332
H 6.404 -3.093 1.647
H 2.344 -1.399 1.838
C -3.131 -5.194 4.285
C -2.258 -6.358 3.796
C -1.480 -6.964 4.954
C -3.083 -7.455 3.118
C -3.708 -6.979 1.831
C -2.571 -6.615 0.877
C -1.649 -5.510 1.414
C -0.386 -5.531 0.565
C -2.371 -4.166 1.237
N -1.296 -5.904 2.777
O -0.365 -4.984 3.336
H -2.550 -4.621 5.010
H -3.481 -4.502 3.530
H -4.026 -5.582 4.783
H -2.110 -7.388 5.733
H -0.741 -7.696 4.626
H -0.871 -6.157 5.372
H -2.588 -8.412 2.949
H -3.849 -7.678 3.877
H -4.368 -7.730 1.392
H -4.346 -6.101 1.973
H -3.003 -6.266 -0.068
H -2.033 -7.531 0.616
H -0.639 -5.347 -0.482
H 0.159 -6.474 0.617
H 0.303 -4.741 0.879
H -1.749 -3.446 1.780
H -3.393 -4.115 1.590
H -2.329 -3.888 0.182
H 0.503 -5.352 3.144
C -4.279 -1.588 -3.664
C -3.690 -1.316 -5.048
C -3.398 0.180 -5.213
C -2.385 -2.116 -5.143
C -1.957 -2.281 -6.610
C -3.074 -2.970 -7.374
C -4.376 -2.166 -7.387
C -4.262 -0.965 -8.347
C -5.428 -3.128 -7.937
N -4.676 -1.764 -6.039
O -5.939 -1.163 -5.864
H -5.007 -0.844 -3.337
H -4.713 -2.586 -3.567
H -3.474 -1.590 -2.918
H -2.664 0.341 -6.004
H -4.287 0.778 -5.402
H -2.938 0.576 -4.299
H -1.631 -1.451 -4.712
H -2.394 -3.080 -4.638
H -1.668 -1.307 -7.016
H -1.026 -2.851 -6.692
H -3.237 -3.912 -6.841
H -2.772 -3.165 -8.404
H -4.384 -1.209 -9.404
H -3.325 -0.409 -8.258
H -5.054 -0.260 -8.080
H -5.380 -4.062 -7.374
H -5.299 -3.282 -9.007
H -6.459 -2.772 -7.833
H -6.440 -1.871 -5.447
C -5.636 4.163 1.625
C -4.862 3.086 0.831
C -5.498 1.715 1.081
C -5.020 3.358 -0.673
C -4.172 4.517 -1.194
C -2.709 4.077 -0.957
C -2.428 3.928 0.548
C -1.084 3.228 0.662
C -2.414 5.299 1.240
N -3.434 3.015 1.106
O -3.173 2.737 2.467
H -5.441 5.125 1.158
H -6.710 3.979 1.604
H -5.363 4.139 2.682
H -5.124 1.377 2.058
H -6.576 1.784 1.194
H -5.126 0.951 0.402
H -4.793 2.470 -1.265
H -6.077 3.583 -0.865
H -4.303 4.596 -2.272
H -4.369 5.436 -0.647
H -2.114 4.927 -1.304
H -2.512 3.155 -1.497
H -0.244 3.811 0.268
H -1.094 2.310 0.073
H -0.789 2.981 1.688
H -1.821 6.023 0.690
H -1.979 5.180 2.239
H -3.435 5.620 1.429
H -3.282 3.571 2.949
C 2.824 2.776 -2.973
C 3.598 2.361 -4.210
C 3.116 3.106 -5.446
O 4.995 2.615 -4.022
H 3.332 2.540 -2.040
H 1.798 2.395 -3.013
H 2.608 3.855 -2.976
H 3.448 1.287 -4.335
H 2.063 2.921 -5.676
H 3.759 2.876 -6.292
H 3.137 4.184 -5.249
H 5.058 3.340 -3.394
C 1.232 0.324 -0.045
C 0.114 -0.692 0.004
C -0.158 -1.400 -1.311
O 0.276 -1.624 1.071
H 1.135 1.000 -0.899
H 2.242 -0.075 -0.161
H 1.191 0.966 0.837
H -0.761 -0.063 0.230
H 0.502 -2.248 -1.505
H -0.091 -0.722 -2.165
H -1.173 -1.812 -1.344
H -0.548 -2.079 1.261
```

=====

Below is a 12-piece molecular cluster, C51H117N2O33P3 overall, with properties calculated with wB97M-V/def2-TZVPD.

- Kohn-Sham gap: 8.3969 eV
- Total charge: 0
- SMILES: CCOP(=O)(OCC)OCC.CCOP(=O)(OCC)OCC.CCOP(=O)(OCC)OCC.CCN(CC)CC.CCN(CC)CC.COC(=O)OC.COC(=O)OC.COC(=O)OC.COC(=O)OC.COC(=O)OC.COC(=O)OC.COC(=O)OC
- Lowest unoccupied orbital energy: 0.40 eV
- Highest occupied orbital energy: -8.0 eV
- E: -5629.9983 Eh

```
206
C51H117N2O33P3, DFT wB97M-V/def2-TZVPD
C -6.018 -7.078 -2.583
C -5.366 -6.019 -1.886
O -6.074 -4.821 -2.077
P -5.590 -3.608 -3.065
O -5.676 -3.863 -4.517
O -6.525 -2.367 -2.523
C -6.377 -1.835 -1.181
C -7.052 -2.695 -0.241
O -4.019 -3.235 -2.629
C -3.396 -2.076 -3.159
C -2.165 -1.820 -2.204
H -6.059 -6.663 -3.590
H -5.328 -7.914 -2.471
H -7.019 -7.253 -2.190
H -5.291 -6.227 -0.818
H -4.310 -5.850 -2.094
H -5.316 -1.658 -1.005
H -6.741 -0.808 -1.191
H -7.076 -2.207 0.733
H -8.028 -3.047 -0.573
H -6.371 -3.542 -0.162
H -2.968 -2.205 -4.153
H -4.000 -1.171 -3.211
H -1.376 -2.531 -2.449
H -1.686 -0.847 -2.311
H -2.271 -1.777 -1.120
C -2.484 -5.864 -5.237
C -1.595 -4.933 -4.426
O -1.409 -3.707 -5.145
P 0.020 -2.993 -5.365
O -0.073 -1.779 -6.272
O 0.487 -2.735 -3.816
C 1.845 -2.064 -3.793
C 1.593 -0.569 -3.767
O 0.985 -4.193 -5.870
C 0.707 -4.559 -7.221
C 1.638 -3.984 -8.352
H -3.010 -6.599 -4.627
H -3.262 -5.262 -5.707
H -1.916 -6.333 -6.040
H -2.097 -4.533 -3.545
H -0.697 -5.490 -4.159
H 2.441 -2.326 -2.919
H 2.394 -2.290 -4.707
H 2.538 -0.028 -3.796
H 1.002 -0.264 -4.630
H 0.938 -0.366 -2.919
H 0.721 -5.647 -7.171
H -0.276 -4.301 -7.614
H 1.663 -4.760 -9.117
H 1.307 -3.002 -8.692
H 2.590 -3.892 -7.828
C 3.184 -7.132 4.048
C 3.222 -6.681 2.617
O 2.265 -5.629 2.442
P 1.321 -5.473 1.144
O 2.013 -5.563 -0.161
O 0.570 -4.072 1.394
C 1.275 -2.937 1.349
C 0.863 -2.034 0.199
O 0.111 -6.559 1.315
C -0.137 -7.521 0.297
C -1.519 -8.090 0.418
H 3.357 -6.316 4.750
H 2.222 -7.580 4.295
H 3.944 -7.870 4.305
H 4.256 -6.364 2.479
H 3.047 -7.464 1.879
H 1.132 -2.501 2.337
H 2.317 -3.228 1.214
H 1.034 -2.607 -0.712
H -0.217 -1.920 0.289
H 1.315 -1.042 0.180
H -0.081 -7.053 -0.685
H 0.516 -8.381 0.445
H -1.709 -8.800 -0.387
H -1.545 -8.674 1.338
H -2.201 -7.240 0.391
C -3.366 6.947 -1.792
C -2.561 5.775 -1.272
N -2.115 5.956 0.096
C -1.178 6.998 0.400
C 0.245 6.676 -0.250
C -3.118 5.770 1.224
C -2.605 4.973 2.520
H -4.002 6.585 -2.600
H -2.667 7.733 -2.078
H -4.098 7.221 -1.032
H -3.160 4.891 -1.049
H -1.701 5.492 -1.880
H -1.472 7.974 0.015
H -1.232 7.175 1.474
H 0.974 7.486 -0.262
H 0.739 5.845 0.255
H 0.107 6.486 -1.314
H -3.943 5.125 0.922
H -3.704 6.663 1.439
H -3.497 4.891 3.141
H -1.740 5.495 2.930
H -2.265 3.975 2.241
C 6.977 3.590 -3.363
C 5.906 4.480 -2.800
N 5.409 3.811 -1.543
C 5.779 4.579 -0.322
C 7.235 4.749 -0.022
C 3.968 3.492 -1.478
C 3.529 2.598 -2.618
H 7.643 4.047 -4.094
H 6.576 2.712 -3.869
H 7.530 3.276 -2.478
H 6.408 5.423 -2.582
H 5.181 4.790 -3.553
H 5.217 5.513 -0.311
H 5.418 3.996 0.525
H 7.813 3.855 -0.256
H 7.691 5.499 -0.668
H 7.417 5.033 1.014
H 3.468 4.439 -1.678
H 3.594 3.366 -0.462
H 3.662 1.555 -2.328
H 3.971 2.686 -3.610
H 2.447 2.712 -2.686
C 3.099 -1.181 5.223
O 4.393 -1.827 5.463
C 4.438 -3.048 5.880
O 3.624 -3.869 5.678
O 5.567 -3.269 6.635
C 5.954 -4.497 7.211
H 2.674 -1.601 4.311
H 3.268 -0.110 5.329
H 2.337 -1.623 5.865
H 7.026 -4.575 7.391
H 5.693 -5.264 6.482
H 5.416 -4.675 8.142
C 6.265 0.993 4.358
O 5.024 1.705 4.439
C 4.892 2.966 4.128
O 5.808 3.645 3.621
O 3.598 3.375 4.507
C 3.198 4.747 4.419
H 6.423 0.809 3.295
H 6.172 0.036 4.871
H 7.074 1.598 4.767
H 2.365 4.926 5.099
H 2.901 4.896 3.381
H 4.034 5.420 4.612
C -1.814 1.110 -5.592
O -1.671 2.388 -6.212
C -0.750 3.305 -5.673
O 0.022 3.111 -4.719
O -0.924 4.465 -6.297
C -0.127 5.618 -5.938
H -2.745 0.727 -6.010
H -1.918 1.211 -4.512
H -1.060 0.330 -5.698
H 0.933 5.532 -6.176
H -0.195 5.766 -4.860
H -0.672 6.436 -6.410
C -1.464 -0.852 3.230
O -1.273 -1.036 4.635
C -0.603 -2.065 5.209
O -0.346 -2.252 6.425
O -0.378 -2.977 4.317
C 0.373 -4.170 4.607
H -0.582 -0.481 2.708
H -2.124 0.013 3.282
H -1.984 -1.624 2.663
H 0.215 -4.855 3.775
H -0.149 -4.703 5.403
H 1.435 -4.083 4.834
C -1.116 1.627 6.108
O -0.351 2.629 6.820
C -1.003 3.598 7.496
O -2.176 3.696 7.720
O -0.127 4.583 7.714
C -0.365 5.667 8.689
H -1.277 0.755 6.742
H -0.619 1.318 5.189
H -2.053 2.126 5.858
H -1.322 5.487 9.180
H -0.332 6.611 8.145
H 0.392 5.704 9.473
C 1.294 1.702 2.751
O 1.396 1.457 1.354
C 0.348 1.621 0.436
O -0.817 1.366 0.592
O 0.903 1.974 -0.720
C 0.071 2.496 -1.742
H 1.102 2.762 2.916
H 2.174 1.436 3.338
H 0.452 1.196 3.223
H -0.319 3.510 -1.652
H -0.756 1.800 -1.878
H 0.686 2.494 -2.642
C -4.548 1.106 0.109
O -4.819 2.224 -0.675
C -5.977 2.830 -0.566
O -6.886 2.600 0.188
O -5.989 3.698 -1.621
C -7.026 4.594 -1.795
H -5.321 0.339 0.057
H -4.389 1.433 1.137
H -3.584 0.627 -0.059
H -8.011 4.128 -1.820
H -6.916 4.919 -2.829
H -7.146 5.383 -1.053
```